Density functional theory data (wB97M-V/def2-TZVPD) for C60H69N4O3PS2Zr as an isolated structure.

Computed properties:
**Spin multiplicity**: 1
**LUMO level**: 0.04 eV
**Calculated total energy**: -3957.53136 hartree
**Charge**: 0
**M**: 1080.6 g mol⁻¹

The geometry in XYZ format:
```
140
Properties=species:S:1:pos:R:3:forces:R:3
Zr -0.4923 0.1796 0.1021 0.025 -0.396 -0.989
C 2.0469 -0.4162 -3.2081 0.019 0.086 -0.008
C 0.8517 -1.2977 -3.5667 -0.014 -0.035 -0.072
C 0.7560 -1.3672 -5.0913 0.054 -0.028 -0.008
P -0.6443 -0.7035 -2.6224 0.126 0.128 0.030
C -2.0462 -1.8822 -2.9960 -0.126 0.046 0.047
C -3.2432 -1.3242 -3.7668 0.015 -0.062 -0.026
C -1.6409 -3.2405 -3.5704 0.020 -0.018 0.032
C -0.9908 0.8899 -3.3971 -0.030 -0.009 0.015
C -1.4338 0.9922 -4.7144 0.013 -0.014 -0.046
C -1.7168 2.2022 -5.3242 0.008 -0.029 0.008
C -2.1824 2.2792 -6.7524 -0.006 0.000 -0.026
C -1.5430 3.3411 -4.5466 0.007 0.024 0.038
C -1.1006 3.2720 -3.2394 -0.038 0.014 -0.074
C -0.8050 2.0442 -2.6147 0.089 -0.034 0.244
N -0.3472 1.9817 -1.2756 -0.106 0.258 -0.232
C 0.0362 3.3006 -0.8319 -0.074 -0.103 -0.021
C 1.2692 3.8402 -1.2255 0.055 0.034 0.044
C 2.1513 3.1288 -2.2085 0.026 -0.021 -0.020
C 1.6721 5.0806 -0.7363 0.019 -0.021 0.035
C 0.8632 5.8378 0.0982 0.004 -0.008 -0.026
C 1.3121 7.1739 0.6256 0.016 0.018 0.018
C -0.4060 5.3469 0.3735 0.006 -0.021 0.001
C -0.8445 4.1137 -0.1000 0.022 0.022 0.035
C -2.2660 3.7082 0.1583 -0.030 -0.016 0.022
H 2.9834 -0.9122 -3.4774 0.003 0.009 -0.028
H 2.0826 -0.1722 -2.1489 -0.006 -0.001 0.009
H 1.9911 0.5218 -3.7640 -0.001 0.029 0.009
H 1.0378 -2.3071 -3.1899 0.001 0.019 0.018
H 0.5977 -0.3757 -5.5146 0.017 0.005 0.005
H -0.0300 -2.0265 -5.4528 -0.038 0.022 0.020
H 1.7064 -1.7384 -5.4865 -0.015 -0.022 -0.014
H -2.3874 -2.0729 -1.9774 -0.032 0.028 -0.044
H -3.0742 -1.3349 -4.8457 -0.005 0.010 -0.006
H -3.4969 -0.3114 -3.4614 -0.004 -0.010 0.038
H -4.1058 -1.9647 -3.5663 -0.010 0.004 -0.002
H -1.4675 -3.1960 -4.6458 0.022 -0.004 0.010
H -2.4626 -3.9416 -3.4066 0.009 -0.002 0.007
H -0.7542 -3.6683 -3.0995 -0.020 0.010 -0.003
H -1.5725 0.0835 -5.2861 0.002 0.032 0.004
H -2.5297 1.3072 -7.1039 0.003 -0.004 0.002
H -1.3804 2.6041 -7.4199 0.003 0.003 0.003
H -3.0053 2.9870 -6.8642 0.000 0.004 0.006
H -1.7659 4.3163 -4.9675 -0.003 0.002 -0.004
H -0.9915 4.1965 -2.6917 -0.013 0.005 0.005
H 1.7211 3.1923 -3.2120 0.001 -0.008 0.002
H 2.2486 2.0728 -1.9767 -0.009 -0.097 0.033
H 3.1439 3.5804 -2.2340 0.009 -0.005 0.001
H 2.6471 5.4619 -1.0265 0.000 0.007 0.001
H 2.3781 7.1721 0.8590 0.002 -0.008 -0.007
H 0.7669 7.4414 1.5315 -0.004 0.001 0.001
H 1.1422 7.9657 -0.1075 -0.009 0.000 -0.003
H -1.0888 5.9462 0.9688 0.001 0.003 0.001
H -2.8112 4.5322 0.6220 -0.001 -0.005 -0.007
H -2.3539 2.8294 0.7967 0.023 -0.017 0.027
H -2.7699 3.4369 -0.7706 0.016 -0.001 -0.011
C 6.8704 2.9553 0.6303 0.015 0.018 0.008
C 6.5490 1.4662 0.5096 -0.014 0.005 -0.010
C 7.1668 0.7252 1.7033 0.018 -0.014 0.000
C 7.1647 0.9364 -0.7926 0.000 0.006 -0.014
C 5.0470 1.2115 0.5051 0.022 -0.011 0.007
C 4.1004 2.1940 0.7424 -0.031 0.019 -0.026
C 2.7531 1.8746 0.6785 0.015 -0.022 -0.026
N 2.2787 0.6595 0.4201 -0.055 0.082 -0.106
C 3.1858 -0.3133 0.2714 -0.041 -0.078 0.024
C 4.5508 -0.0674 0.2742 0.001 0.020 0.038
C 2.6851 -1.6989 0.0736 0.029 0.012 0.033
C 3.4932 -2.7842 0.3816 -0.018 0.011 -0.034
C 3.0692 -4.0819 0.1141 0.019 -0.026 -0.016
C 1.8309 -4.2040 -0.4980 -0.014 0.008 0.042
C 1.0664 -3.0722 -0.7278 -0.007 0.013 0.003
N 1.4534 -1.8373 -0.4215 -0.057 0.105 0.051
C 3.9549 -5.2807 0.4362 -0.038 0.003 -0.012
C 4.6093 -5.1117 1.8122 0.007 0.004 0.029
C 3.1536 -6.5841 0.4403 0.005 -0.022 -0.015
C 5.0482 -5.3679 -0.6387 0.009 0.008 0.012
H 7.9511 3.0981 0.5899 0.002 -0.002 0.001
H 6.5197 3.3710 1.5764 -0.013 -0.008 0.005
H 6.4253 3.5304 -0.1840 0.007 -0.009 -0.012
H 8.2498 0.8632 1.7095 0.002 0.006 0.005
H 6.9628 -0.3456 1.6536 0.010 -0.002 -0.003
H 6.7675 1.1008 2.6470 -0.009 0.006 -0.003
H 8.2279 1.1809 -0.8233 0.004 -0.006 0.004
H 6.6853 1.3838 -1.6649 0.002 0.014 0.004
H 7.0739 -0.1470 -0.8756 -0.020 -0.004 -0.004
H 4.3748 3.2211 0.9355 0.000 0.001 0.010
H 2.0228 2.6522 0.8218 -0.011 0.052 -0.050
H 5.2297 -0.8832 0.0735 0.013 0.006 0.004
H 4.4502 -2.6093 0.8490 0.008 -0.015 0.009
H 1.4172 -5.1651 -0.7652 -0.006 -0.001 -0.001
H 0.0755 -3.1683 -1.1505 0.023 0.001 0.020
H 3.8591 -4.9621 2.5905 -0.011 -0.003 -0.004
H 5.3017 -4.2701 1.8399 -0.007 0.011 0.000
H 5.1806 -6.0083 2.0582 0.002 -0.004 -0.006
H 2.3103 -6.5336 1.1312 0.006 0.004 0.012
H 3.7994 -7.4064 0.7518 0.003 0.001 0.000
H 2.7702 -6.8309 -0.5503 -0.002 0.008 -0.011
H 5.6585 -4.4628 -0.6510 0.005 0.000 -0.002
H 4.6107 -5.4949 -1.6302 -0.003 0.000 -0.003
H 5.7026 -6.2192 -0.4403 0.005 -0.001 0.001
S -2.9064 0.5013 -0.6770 0.167 0.046 0.065
C -3.8892 -0.7597 0.0639 0.006 0.031 -0.015
C -5.2645 -0.5633 0.1829 -0.004 0.006 0.013
C -6.0802 -1.5338 0.7423 0.013 -0.027 0.001
C -5.5194 -2.7225 1.1938 -0.011 0.022 -0.004
C -4.1538 -2.9268 1.0792 0.000 -0.006 0.011
C -3.3240 -1.9573 0.5144 0.035 -0.010 0.004
S -1.6021 -2.2730 0.3575 -0.029 0.053 -0.050
H -5.6882 0.3700 -0.1679 0.003 0.002 -0.008
H -7.1465 -1.3640 0.8229 -0.003 0.004 0.006
H -6.1436 -3.4903 1.6341 -0.005 -0.004 0.000
H -3.7091 -3.8495 1.4320 0.007 -0.003 -0.003
N 0.0326 2.0425 1.7177 -0.154 0.001 -0.113
C -0.0617 2.8232 2.5486 0.206 0.040 0.109
C -0.1705 3.8251 3.5692 -0.107 -0.109 -0.136
C 0.9261 4.6250 3.8764 0.009 0.052 0.012
C 0.7916 5.6055 4.8438 -0.008 -0.018 -0.015
C -0.4262 5.7812 5.4895 0.000 0.005 0.009
C -1.5156 4.9805 5.1744 0.000 -0.018 -0.020
C -1.3950 3.9942 4.2092 -0.005 0.023 0.061
H 1.8618 4.4815 3.3528 0.000 0.000 -0.007
H 1.6347 6.2359 5.0916 0.002 0.003 0.003
H -0.5265 6.5500 6.2443 0.001 0.006 0.000
H -2.4611 5.1240 5.6793 0.000 0.005 0.005
H -2.2296 3.3577 3.9462 -0.002 -0.008 -0.004
O -3.0205 -0.2923 4.2488 0.021 0.003 0.010
C -1.9495 -0.9673 4.7261 -0.016 0.007 -0.004
C -1.9856 -1.5634 5.9865 0.013 0.008 -0.011
C -0.8866 -2.2433 6.4761 0.004 -0.010 0.013
C 0.2751 -2.3436 5.7197 -0.028 0.016 -0.006
C 0.3091 -1.7584 4.4690 0.016 -0.002 0.010
C -0.7863 -1.0662 3.9535 0.027 -0.048 0.009
C -0.6702 -0.5148 2.5864 -0.050 0.025 0.108
O -1.5993 0.1272 2.0290 -0.199 -0.004 0.389
O 0.3997 -0.6884 1.9215 0.202 -0.103 0.502
H -3.7646 -0.4264 4.8454 -0.022 0.000 -0.006
H -2.8902 -1.4861 6.5798 -0.004 -0.003 0.002
H -0.9392 -2.6987 7.4569 -0.001 -0.004 0.001
H 1.1343 -2.8789 6.0994 0.004 0.000 0.005
H 1.1887 -1.8314 3.8434 -0.005 -0.001 -0.001
```
Forces are in eV/Å.